A 2-piece molecular cluster, C4H7I2N overall. Source: the OMol25 dataset; level of theory: ωB97M-V with the def2-TZVPD basis set.

Positions of all 14 atoms, in Å:
C1 0.253 0.708 -1.433
C2 0.341 0.633 1.259
C3 -0.563 -1.481 0.241
C4 0.466 -0.435 0.283
N1 -0.359 1.737 -1.229
I1 -2.538 -1.008 -0.392
I2 2.382 -1.175 -0.299
H1 0.833 0.151 -2.224
H2 0.795 1.595 0.939
H3 -0.750 0.771 1.285
H4 0.595 0.290 2.279
H5 -0.622 -1.852 1.353
H6 -0.221 -2.374 -0.147
H7 -0.610 2.440 -1.916

## Properties
Energy above the lowest of the compared OMol25 structures with the same formula, charge and spin   1.6576 eV
E_tot   -21949.943 eV
E_LUMO   0.007 Ha
Kohn-Sham gap   8.55 eV

Results of the natural (NBO) charge analysis, in e, for atoms 1 through 5:
1. C 0.20
2. C -0.70
3. C -0.62
4. C -0.16
5. N -0.66

=====

A single C4H7IN2O molecule. Source: the OMol25 dataset; level of theory: ωB97M-V with the def2-TZVPD basis set.

Positions of all 15 atoms, in Å:
C1 -0.417 0.070 -1.182
C2 -1.137 1.061 -0.325
C3 -1.004 0.418 1.046
C4 0.314 -0.296 1.123
N1 0.560 -0.621 -0.433
N2 1.576 -1.310 -1.057
O1 -0.563 -0.104 -2.361
I1 2.080 0.863 1.859
H1 -0.671 2.007 -0.364
H2 -2.270 1.193 -0.645
H3 -1.303 1.077 1.855
H4 -1.688 -0.402 1.016
H5 0.339 -1.166 1.707
H6 2.265 -0.635 -1.464
H7 1.921 -2.154 -0.777

## Properties
Energy above the lowest of the compared OMol25 structures with the same formula, charge and spin   1.1028 eV
E_tot   -17388.409 eV
E_LUMO   0.010 Ha
Structure (SMILES)   NN1C(=O)CC[C@@H]1I
Kohn-Sham gap   9.16 eV

Results of the natural (NBO) charge analysis, in e, for atoms 1 through 5:
1. C 0.65
2. C -0.49
3. C -0.47
4. C -0.06
5. N -0.31

=====

C4H7IN2O as an isolated structure. Source: the OMol25 dataset; level of theory: ωB97M-V with the def2-TZVPD basis set.

Positions of all 15 atoms, in Å:
C1 -1.710 -0.500 -0.658
C2 0.425 -0.978 0.270
C3 1.430 0.078 -0.264
C4 -0.991 0.810 1.162
N1 -0.835 -0.300 0.227
N2 0.801 1.205 -0.938
O1 -2.015 -1.164 -1.601
I1 0.898 0.941 -2.919
H1 0.388 -1.857 -0.452
H2 0.476 -1.423 1.211
H3 1.828 0.431 0.668
H4 2.218 -0.377 -0.870
H5 -0.426 1.650 0.650
H6 -2.007 0.993 1.462
H7 -0.479 0.492 2.052

## Properties
Energy above the lowest of the compared OMol25 structures with the same formula, charge and spin   4.5246 eV
E_tot   -17384.987 eV
E_LUMO (spin up / spin down)   -0.003 / -0.050 Ha
Kohn-Sham gap (spin up / spin down)   9.29 / 5.48 eV

Results of the natural (NBO) charge analysis, in e, for atoms 1 through 5:
1. C 0.60
2. C -0.24
3. C -0.34
4. C -0.41
5. N -0.48

=====

A 2-piece molecular cluster, C4H7IN2S overall. Source: the OMol25 dataset; level of theory: ωB97M-V with the def2-TZVPD basis set.

Positions of all 15 atoms, in Å:
C1 1.128 -2.161 0.444
C2 -1.517 -0.492 0.418
C3 -0.072 -0.029 0.158
C4 -3.316 -2.052 0.161
N1 -1.931 -1.589 -0.030
N2 0.889 -1.108 -0.027
S1 1.559 -3.602 0.695
I1 5.069 0.686 -0.705
H1 -2.052 0.237 0.955
H2 5.222 1.564 -1.922
H3 0.073 0.666 -0.753
H4 0.340 0.606 0.920
H5 -3.323 -2.617 1.223
H6 -3.965 -1.204 0.315
H7 -3.743 -2.825 -0.516

## Properties
Energy above the lowest of the compared OMol25 structures with the same formula, charge and spin   0.8745 eV
E_tot   -26175.459 eV
E_LUMO   0.025 Ha
Structure (SMILES)   C/N=C/CN=C=S.I
Kohn-Sham gap   9.60 eV

Results of the natural (NBO) charge analysis, in e, for atoms 1 through 5:
1. C 0.22
2. C 0.10
3. C -0.27
4. C -0.44
5. N -0.38

=====

An isolated ion of composition C4H7INO and charge +1. Source: the OMol25 dataset; level of theory: ωB97M-V with the def2-TZVPD basis set.

Positions of all 14 atoms, in Å:
C1 -0.584 -0.742 1.212
C2 -0.238 -0.814 -0.280
C3 0.080 0.664 -0.555
C4 0.700 1.132 0.782
N1 -0.178 0.382 1.715
O1 -1.419 -1.435 1.934
I1 -0.485 0.901 3.635
H1 0.439 -1.591 -0.393
H2 -1.050 -1.313 -0.835
H3 0.731 0.769 -1.288
H4 -0.726 1.245 -0.898
H5 1.735 0.968 0.957
H6 0.507 2.197 0.901
H7 -1.900 -2.019 1.326

## Properties
Energy above the lowest of the compared OMol25 structures with the same formula, charge and spin   0.0625 eV
E_tot   -15891.926 eV
E_LUMO   -0.163 Ha
Charge   +1
Structure (SMILES)   OC1=[N+](I)CCC1
Kohn-Sham gap   9.63 eV

Results of the natural (NBO) charge analysis, in e, for atoms 1 through 5:
1. C 0.68
2. C -0.49
3. C -0.39
4. C -0.22
5. N -0.50

=====

A single C4H7IO2S molecule. Source: the OMol25 dataset; level of theory: ωB97M-V with the def2-TZVPD basis set.

Positions of all 15 atoms, in Å:
C1 -0.221 2.314 -0.733
C2 -0.128 0.623 1.034
C3 -0.040 1.033 -0.371
C4 0.161 -0.009 -1.452
O1 1.173 -2.500 2.424
O2 0.651 -3.230 0.166
S1 0.348 -3.350 1.549
I1 -1.538 -1.008 1.223
H1 -0.464 2.697 -1.729
H2 -0.713 2.936 -0.020
H3 0.713 -0.085 1.250
H4 -0.396 1.277 1.837
H5 0.962 0.180 -2.190
H6 -0.716 0.125 -1.952
H7 0.207 -1.003 -1.035

## Properties
Energy above the lowest of the compared OMol25 structures with the same formula, charge and spin   1.0921 eV
E_tot   -27290.359 eV
E_LUMO   -0.035 Ha
Kohn-Sham gap   8.48 eV

Results of the natural (NBO) charge analysis, in e, for atoms 1 through 5:
1. C -0.40
2. C -0.49
3. C -0.01
4. C -0.66
5. O -0.86

=====

C4H7N as an isolated structure. Source: the OMol25 dataset; level of theory: ωB97M-V with the def2-TZVPD basis set.

Positions of all 12 atoms, in Å:
N1 -2.445 -0.679 0.165
C1 -1.144 -0.256 -0.270
C2 0.020 0.112 0.413
C3 1.235 0.195 -0.284
C4 2.517 0.569 -0.029
H1 -2.536 -0.306 1.120
H2 -0.945 -0.736 -1.226
H3 -2.045 0.538 -0.294
H4 0.027 -0.053 1.493
H5 1.213 -0.147 -1.324
H6 3.154 0.670 -0.896
H7 2.804 1.013 0.920

## Properties
Energy above the lowest of the compared OMol25 structures with the same formula, charge and spin   4.8181 eV
E_tot   -5746.599 eV
E_LUMO   -0.011 Ha
Kohn-Sham gap   7.42 eV

Results of the natural (NBO) charge analysis, in e, for atoms 1 through 5:
1. N -0.62
2. C -0.22
3. C -0.29
4. C -0.21
5. C -0.40

=====

A single C4H7N molecule. Source: the OMol25 dataset; level of theory: ωB97M-V with the def2-TZVPD basis set.

Positions of all 12 atoms, in Å:
C1 -1.099 1.213 0.574
C2 0.143 0.065 -1.310
C3 -0.337 0.179 0.335
C4 0.418 -0.841 1.238
N1 0.611 -1.002 -1.799
H1 -1.183 1.546 1.611
H2 -1.297 1.824 -0.309
H3 0.037 1.106 -1.851
H4 1.515 -0.544 1.118
H5 0.073 -0.593 2.220
H6 0.314 -1.895 0.966
H7 0.804 -1.059 -2.791

## Properties
Energy above the lowest of the compared OMol25 structures with the same formula, charge and spin   1.9693 eV
E_tot   -5749.448 eV
E_LUMO   0.039 Ha
Structure (SMILES)   [H]/N=C/C(=C)C
Kohn-Sham gap   10.61 eV

Results of the natural (NBO) charge analysis, in e, for atoms 1 through 5:
1. C -0.44
2. C 0.13
3. C 0.02
4. C -0.65
5. N -0.65

=====

A single C4H7N molecule. Source: the OMol25 dataset; level of theory: ωB97M-V with the def2-TZVPD basis set.

Positions of all 12 atoms, in Å:
C1 0.987 0.503 0.905
C2 -0.556 0.138 -1.249
C3 -0.708 -1.179 -0.669
C4 -0.398 -0.016 0.230
N1 0.860 1.135 1.932
H1 1.923 0.238 0.481
H2 0.429 0.370 -1.815
H3 -1.471 0.707 -1.400
H4 -1.685 -1.760 -0.688
H5 0.158 -1.846 -0.839
H6 -1.300 0.466 0.692
H7 1.762 1.243 2.419

## Properties
Energy above the lowest of the compared OMol25 structures with the same formula, charge and spin   2.2207 eV
E_tot   -5749.196 eV
E_LUMO   0.042 Ha
Structure (SMILES)   [H]/N=C/C1CC1
Kohn-Sham gap   10.76 eV

Results of the natural (NBO) charge analysis, in e, for atoms 1 through 5:
1. C 0.16
2. C -0.42
3. C -0.42
4. C -0.29
5. N -0.61

=====

A 2-piece molecular cluster, C4H7N overall. Source: the OMol25 dataset; level of theory: ωB97M-V with the def2-TZVPD basis set.

Positions of all 12 atoms, in Å:
C1 -4.002 0.366 0.345
C2 -0.135 1.142 0.312
C3 0.732 0.224 -0.106
C4 0.605 -1.262 0.128
N1 -3.210 0.104 -0.402
H1 -4.810 0.535 0.966
H2 -0.948 0.861 0.910
H3 -0.129 2.226 0.112
H4 1.608 0.544 -0.667
H5 -0.336 -1.777 -0.473
H6 0.468 -1.503 1.171
H7 1.604 -1.693 -0.111

## Properties
Energy above the lowest of the compared OMol25 structures with the same formula, charge and spin   2.0090 eV
E_tot   -5749.408 eV
E_LUMO   0.037 Ha
Structure (SMILES)   C=CC.C#N
Kohn-Sham gap   10.26 eV

Results of the natural (NBO) charge analysis, in e, for atoms 1 through 5:
1. C 0.08
2. C -0.38
3. C -0.18
4. C -0.66
5. N -0.29